# C6H17Li2NO2

C6H17Li2NO2 as an isolated structure (wB97M-V/def2-TZVPD, the Open Molecules 2025 dataset).

Last column: natural (NBO) charge in e.
CARTESIAN COORDINATES (ANGSTROEM)
1 Li -0.50 2.72 -1.47  0.96
2 Li -0.30 1.02 -0.33  0.86
3 O 0.28 2.41 -0.22  -1.37
4 H 1.03 2.96 0.08  0.45
5 O -1.18 1.40 -1.42  -1.36
6 H -1.72 1.04 -2.15  0.45
7 C -1.81 0.25 1.80  -0.62
8 C -0.29 -0.14 1.89  -0.22
9 N 0.18 -0.31 0.49  -0.53
10 C -0.19 -1.63 -0.09  -0.22
11 C -0.81 -1.34 -1.39  -0.64
12 C 1.68 -0.16 0.49  -0.21
13 C 2.20 -0.03 -0.96  -0.64
14 H -2.34 -0.38 1.09  0.21
15 H -1.88 1.28 1.45  0.22
16 H -2.26 0.07 2.78  0.21
17 H 0.37 0.52 2.44  0.21
18 H -0.50 -1.09 2.39  0.18
19 H 0.71 -2.24 -0.12  0.19
20 H -0.89 -2.12 0.59  0.20
21 H -1.59 -0.59 -1.31  0.24
22 H -0.21 -1.05 -2.25  0.21
23 H -1.32 -2.24 -1.75  0.20
24 H 2.12 -1.07 0.89  0.17
25 H 2.05 0.65 1.13  0.21
26 H 3.29 -0.08 -0.92  0.21
27 H 2.01 0.93 -1.43  0.23
28 H 1.87 -0.77 -1.69  0.21

The highest occupied orbital energy comes out at -8.8 eV. The maximum force is 10.17 eV/A. The value obtained for the electronic energy is -459.07023 hartree. The relative energy (zero: lowest compared OMol25 entry of this formula, charge and spin) is 392.4 kJ/mol.